# C51H45N4O3P2SiTl

C51H45N4O3P2SiTl as an isolated structure (the ωB97M-V functional and the def2-TZVPD basis, the Open Molecules 2025 dataset).

Geometry as XYZ:
```
107
Properties=species:S:1:pos:R:3
Tl -0.574 0.013 -1.212
C -3.609 1.702 0.371
Si -1.715 1.469 0.615
C -0.814 3.136 0.438
C -1.538 4.320 0.335
C -0.906 5.516 0.045
C 0.469 5.554 -0.123
C 1.210 4.393 0.005
C 0.573 3.187 0.258
P 1.474 1.616 0.503
C 2.403 2.169 1.995
C 1.767 2.079 3.230
C 2.402 2.513 4.380
C 3.686 3.030 4.310
C 4.329 3.109 3.087
C 3.692 2.684 1.935
C 2.840 1.547 -0.693
C 2.943 2.306 -1.851
C 3.975 2.051 -2.738
C 4.889 1.044 -2.489
C 4.780 0.278 -1.339
C 3.763 0.531 -0.442
C -1.743 0.526 2.285
C -1.716 1.264 3.466
C -1.915 0.666 4.699
C -2.161 -0.694 4.774
C -2.188 -1.449 3.616
C -1.974 -0.854 2.377
P -2.009 -1.909 0.876
C -3.477 -2.967 1.189
C -3.410 -4.334 1.435
C -4.572 -5.082 1.517
C -5.808 -4.479 1.351
C -5.881 -3.115 1.109
C -4.723 -2.368 1.021
C -0.624 -3.047 1.111
C -0.475 -3.906 -0.016
C 0.646 -4.599 -0.289
C 1.859 -4.375 0.525
C 1.678 -3.743 1.910
C 0.490 -2.756 1.988
H -4.019 2.307 1.175
H -3.867 2.167 -0.574
H -4.107 0.738 0.404
H -2.609 4.307 0.476
H -1.488 6.421 -0.053
H 0.961 6.488 -0.353
H 2.285 4.422 -0.096
H 0.768 1.670 3.287
H 1.900 2.443 5.335
H 4.185 3.371 5.205
H 5.334 3.502 3.025
H 4.202 2.750 0.985
H 2.206 3.060 -2.076
H 4.047 2.629 -3.646
H 5.690 0.850 -3.187
H 5.481 -0.521 -1.147
H 3.672 -0.059 0.467
H -1.545 2.330 3.409
H -1.897 1.268 5.597
H -2.338 -1.162 5.732
H -2.399 -2.509 3.664
H -2.448 -4.812 1.559
H -4.510 -6.144 1.707
H -6.710 -5.070 1.400
H -6.841 -2.639 0.974
H -4.774 -1.306 0.821
H -1.350 -4.013 -0.646
H 0.710 -5.262 -1.136
H 2.488 -5.266 0.577
H 1.707 -4.425 2.760
H 0.177 -2.580 3.020
O 2.107 -0.641 -4.417
C 1.251 -0.385 -3.582
N 0.983 -1.062 -2.474
C 1.892 -2.068 -2.010
C 1.937 -2.090 -0.515
C 2.761 -3.145 0.150
C 2.942 -2.849 1.662
C 2.545 -1.493 2.083
C 1.218 -1.318 1.573
N 1.210 -1.282 0.138
C -1.208 0.517 -4.112
C -0.818 1.318 -5.379
C -1.527 2.633 -5.475
C -2.020 3.186 -4.362
C -2.176 2.389 -3.168
N -2.022 1.111 -3.138
H 2.899 -1.887 -2.413
H 1.582 -3.074 -2.341
H 3.651 -3.388 -0.426
H 3.879 -3.222 2.066
H 2.875 -1.058 3.010
H 0.642 -0.478 1.958
H -0.851 0.745 -6.317
H -1.533 3.134 -6.430
H -2.424 4.188 -4.354
H -2.625 2.850 -2.298
N -1.963 -1.464 -2.925
C -1.567 -0.957 -4.243
C 0.354 0.871 -3.691
O 0.528 1.524 -4.968
O 0.437 1.636 -2.635
H -1.926 -2.476 -2.904
H -2.907 -1.156 -2.711
H -2.377 -1.070 -4.982
H -0.698 -1.515 -4.596
```

Values from the calculation:
total charge = 0
HOMO energy (alpha / beta) = -7.252 / -6.993 eV